ORCA calculation (the ωB97M-V functional and the def2-TZVPD basis) on a structure of composition CH2Cl4Cu.

Summary:
HOMO	-5.0	eV
net charge	-1

Last column: Löwdin charge in e.
Cartesian coordinates (Å):
Cu  1.36078  0.17084  -0.56680  -0.299
Cl  1.10215  -1.69982  -1.90262  -0.237
Cl  2.91089  1.53990  1.34508  -0.566
C  -1.08515  -0.16707  0.19690  -1.008
Cl  -0.46476  1.40102  -0.44008  0.566
Cl  -2.15949  0.18146  1.52921  0.529
H  -1.46963  -0.67201  -0.66848  0.015
H  -0.19479  -0.75431  0.50680  0.000


ORCA calculation (the ωB97M-V functional and the def2-TZVPD basis) on an isolated molecule of CH2Cl4P2.

Summary:
energy relative to the best compared isomer or geometry (same formula, charge and spin)	21.1	kcal/mol
HOMO (spin up / spin down)	-9.1 / -9.1	eV
structure (SMILES)	C=P(Cl)(Cl)P(Cl)Cl

Last column: Löwdin charge in e.
Cartesian coordinates (Å):
C  -1.70852  -0.04083  -0.18560  -0.379
P  -0.10493  0.48926  0.06503  -0.179
Cl  0.80556  1.08553  1.99982  0.066
Cl  0.06785  2.12621  -1.05118  0.269
P  1.22853  -0.79235  -1.14826  -0.057
Cl  0.89302  -2.32392  0.06444  0.167
Cl  2.94324  -0.07366  -0.40070  0.129
H  -2.27349  0.64801  0.39728  -0.038
H  -1.85125  -1.11826  0.25917  0.022


ORCA calculation (the ωB97M-V functional and the def2-TZVPD basis) on an isolated molecule of CH2ClFO2S.

Summary:
energy relative to the best compared isomer or geometry (same formula, charge and spin)	5.6	kcal/mol
HOMO	-11.8	eV
structure (SMILES)	O=S(=O)(F)CCl

Last column: Löwdin charge in e.
Cartesian coordinates (Å):
O  -3.17774  0.24006  -0.75733  -0.273
S  -1.99513  0.69310  -0.04378  0.644
O  -2.18024  0.64066  1.35097  -0.273
F  -1.84157  2.27457  -0.40512  -0.211
C  -0.15633  0.24622  -0.47456  -0.699
Cl  0.15460  0.23362  -2.14219  0.649
H  0.44917  1.06985  0.02483  0.082
H  0.19981  -0.58364  0.17723  0.081


ORCA calculation (the ωB97M-V functional and the def2-TZVPD basis) on an isolated molecule of CH2ClIO.

Summary:
energy relative to the best compared isomer or geometry (same formula, charge and spin)	109.5	kcal/mol
HOMO (spin up / spin down)	-8.3 / -8.3	eV

Last column: Löwdin charge in e.
Cartesian coordinates (Å):
C  -0.99438  -0.29333  -0.11779  -0.409
O  1.12020  1.30457  0.20642  -1.086
Cl  0.15219  -1.43065  0.05890  0.592
I  2.61261  0.18836  0.08967  0.846
H  -1.22685  0.40507  0.68159  0.035
H  -1.66378  -0.17403  -0.91879  0.021


ORCA calculation (the ωB97M-V functional and the def2-TZVPD basis) on a structure of composition CH2ClN.

Summary:
energy relative to the best compared isomer or geometry (same formula, charge and spin)	53.2	kcal/mol
HOMO (spin up / spin down)	-10.8 / -10.8	eV

Last column: Löwdin charge in e.
Cartesian coordinates (Å):
C  0.59055  0.11362  0.00287  -0.188
N  -0.36569  0.89225  -0.03170  -0.093
Cl  -2.22120  -0.31600  0.04045  0.125
H  1.54576  0.33314  -0.29060  0.047
H  0.45057  -1.02301  0.27898  0.109


ORCA calculation (the ωB97M-V functional and the def2-TZVPD basis) on a cluster of 2 separate species, CH2ClN2O2 in total.

Summary:
energy relative to the best compared isomer or geometry (same formula, charge and spin)	30.4	kcal/mol
HOMO	-4.5	eV
net charge	-1

Last column: Löwdin charge in e.
Cartesian coordinates (Å):
C  0.49923  -0.00159  -0.76947  -0.210
N  0.52599  0.30966  0.42063  0.019
N  -0.53402  0.66976  1.06674  -0.467
O  -0.99693  1.75833  0.81789  0.038
O  -0.65969  0.08696  2.18290  0.004
Cl  0.25019  -2.60503  -1.00065  -0.467
H  1.30999  -0.40380  -1.31477  -0.001
H  -0.39475  0.18571  -1.40328  0.084


ORCA calculation (the ωB97M-V functional and the def2-TZVPD basis) on an isolated molecule of CH2ClN3S.

Summary:
energy relative to the best compared isomer or geometry (same formula, charge and spin)	0.0	kcal/mol
HOMO (spin up / spin down)	-6.9 / -9.5	eV
2S+1	3

Last column: Löwdin charge in e.
Cartesian coordinates (Å):
C  -0.50301  -0.67620  -1.52812  -1.286
N  -0.00887  -0.65794  0.00154  -0.055
N  0.36815  0.76642  1.64643  0.021
N  0.14256  0.52018  0.38388  -0.171
S  -1.75516  -1.59209  -1.86477  0.746
Cl  0.55081  0.02537  -2.77339  0.511
H  0.87121  1.61801  1.72348  0.082
H  0.33431  -0.00375  2.41095  0.151


ORCA calculation (the ωB97M-V functional and the def2-TZVPD basis) on a cluster of 2 separate species, CH2ClNO in total.

Summary:
energy relative to the best compared isomer or geometry (same formula, charge and spin)	65.6	kcal/mol
HOMO	-10.8	eV
structure (SMILES)	C#N.OCl

Last column: Löwdin charge in e.
Cartesian coordinates (Å):
C  -1.14314  -0.14392  0.78497  -0.132
N  -1.32339  0.77425  1.44243  0.080
H  -1.09881  -1.06238  0.23286  0.048
O  1.35676  0.56258  -1.15552  -0.562
Cl  1.73682  -0.90636  -0.47567  0.579
H  0.47176  0.77584  -0.82907  -0.014


ORCA calculation (the ωB97M-V functional and the def2-TZVPD basis) on a structure of composition CH2ClNO3S.

Summary:
energy relative to the best compared isomer or geometry (same formula, charge and spin)	165.9	kcal/mol
HOMO (spin up / spin down)	-10.1 / -10.1	eV

Last column: Löwdin charge in e.
Cartesian coordinates (Å):
C  1.17630  -0.94194  -0.19966  -0.269
N  0.06935  -0.16279  -0.58169  -0.101
O  2.30558  -0.67324  -0.55721  0.084
O  -0.12255  1.07204  -0.91351  -0.497
O  -1.25260  -0.70017  0.56363  -0.705
S  0.23904  2.25068  0.26382  0.835
Cl  -2.73559  -0.59534  -0.12130  0.623
H  0.72406  -1.73325  0.30532  0.114
H  -0.40358  1.48402  1.24060  -0.083


ORCA calculation (the ωB97M-V functional and the def2-TZVPD basis) on a cluster of 2 separate species, CH2ClNO3S in total.

Summary:
energy relative to the best compared isomer or geometry (same formula, charge and spin)	23.4	kcal/mol
HOMO (spin up / spin down)	-8.2 / -11.1	eV
2S+1	3

Last column: Löwdin charge in e.
Cartesian coordinates (Å):
C  3.38309  -0.76463  -0.50586  -0.718
N  -0.03007  1.05268  0.95732  -0.160
O  3.71311  -1.51181  -1.37218  0.046
O  2.21278  2.03326  0.43847  -0.441
O  0.70153  1.40542  -1.45817  -0.339
S  1.24959  1.10526  -0.13179  0.669
Cl  3.95112  0.03588  0.83372  0.764
H  0.09142  1.68706  1.79158  0.087
H  -1.03568  1.03108  0.63625  0.092


ORCA calculation (the ωB97M-V functional and the def2-TZVPD basis) on an isolated molecule of CH2ClNOP2.

Summary:
energy relative to the best compared isomer or geometry (same formula, charge and spin)	0.9	kcal/mol
HOMO	-8.1	eV
structure (SMILES)	O=C=N[PH2]=PCl

Last column: Löwdin charge in e.
Cartesian coordinates (Å):
O  1.31573  2.66768  -0.48439  0.158
C  1.28388  1.56837  -0.07110  -0.432
N  1.38173  0.43096  0.36164  -0.118
P  0.03621  -0.84720  0.19923  0.529
P  -2.08881  -0.86057  0.81308  0.055
Cl  -2.97882  0.27053  -0.71545  -0.113
H  0.27442  -1.51728  -1.08680  -0.017
H  0.77565  -1.71249  0.98379  -0.062


ORCA calculation (the ωB97M-V functional and the def2-TZVPD basis) on a cluster of 2 separate species, CH2ClNOS in total.

Summary:
energy relative to the best compared isomer or geometry (same formula, charge and spin)	103.6	kcal/mol
HOMO (spin up / spin down)	-10.8 / -9.4	eV

Last column: Löwdin charge in e.
Cartesian coordinates (Å):
C  -1.44020  0.25356  -0.01051  -0.463
N  0.61754  -1.18912  0.15057  -0.272
O  2.92278  -0.39836  -0.05275  -0.510
S  1.55681  -0.00630  -0.08520  0.702
Cl  -0.89702  1.85054  -0.01908  0.586
H  -1.37636  -0.24286  0.89333  -0.016
H  -1.38355  -0.26747  -0.87636  -0.026


ORCA calculation (the ωB97M-V functional and the def2-TZVPD basis) on a structure of composition CH2ClO2P.

Summary:
energy relative to the best compared isomer or geometry (same formula, charge and spin)	67.5	kcal/mol
HOMO (spin up / spin down)	-9.9 / -9.6	eV

Last column: Löwdin charge in e.
Cartesian coordinates (Å):
C  0.01804  0.03897  -0.31321  -0.459
O  -3.95108  2.36510  -1.27216  -0.384
O  -2.41723  1.54846  0.59536  -0.419
P  -2.60566  1.95206  -0.84087  0.571
Cl  -0.58386  0.56537  -1.76635  0.627
H  -0.05670  -1.03813  -0.15653  0.022
H  0.86996  0.47516  0.23303  0.042


ORCA calculation (the ωB97M-V functional and the def2-TZVPD basis) on the ion CH2ClO2S2 with charge -1.

Summary:
energy relative to the best compared isomer or geometry (same formula, charge and spin)	13.8	kcal/mol
HOMO (spin up / spin down)	-0.1 / -5.1	eV
net charge	-1
2S+1	3

Last column: Löwdin charge in e.
Cartesian coordinates (Å):
C  -1.08656  0.06792  0.04587  -0.876
O  1.32222  -1.20793  0.69496  -0.505
O  1.19591  -0.28909  -1.59459  -0.489
S  1.79799  1.49284  0.65393  0.166
S  0.96527  -0.10568  -0.15697  0.055
Cl  -1.58766  -1.46754  0.34176  0.562
H  -1.21270  0.83731  0.89755  0.035
H  -1.39447  0.67217  -0.88250  0.051


ORCA calculation (the ωB97M-V functional and the def2-TZVPD basis) on a cluster of 2 separate species, CH2ClOPS in total.

Summary:
energy relative to the best compared isomer or geometry (same formula, charge and spin)	106.4	kcal/mol
HOMO (spin up / spin down)	-7.7 / -8.3	eV

Last column: Löwdin charge in e.
Cartesian coordinates (Å):
C  -0.75009  0.15491  1.54239  -1.234
O  0.23543  1.02628  -0.50718  -0.523
P  0.73867  -0.17577  -1.06438  0.600
S  -1.38872  1.12221  2.64168  0.650
Cl  -0.81684  -1.38145  1.02499  0.640
H  2.04848  -0.12052  -1.54632  -0.067
H  -0.06693  -0.62567  -2.09116  -0.065


ORCA calculation (the ωB97M-V functional and the def2-TZVPD basis) on an isolated molecule of CH2F2N2.

Summary:
energy relative to the best compared isomer or geometry (same formula, charge and spin)	63.9	kcal/mol
HOMO (spin up / spin down)	-8.6 / -8.6	eV

Last column: Löwdin charge in e.
Cartesian coordinates (Å):
C  -0.93956  -0.02220  -0.25874  -0.358
N  0.39175  -0.34944  0.05301  -0.058
N  1.55114  0.23610  0.02962  0.044
F  -1.86315  -0.92970  0.05867  0.086
F  -1.44019  1.13496  0.12371  0.110
H  0.64010  -1.29026  0.20257  0.126
H  1.65992  1.22054  -0.20884  0.050


ORCA calculation (the ωB97M-V functional and the def2-TZVPD basis) on a structure of composition CH2F2Na.

Summary:
HOMO	-15.0	eV
net charge	+1

Last column: Löwdin charge in e.
Cartesian coordinates (Å):
F  0.12451  0.03904  1.10587  0.003
F  -0.43044  -0.06431  -1.02493  0.003
C  -0.91329  -0.07568  0.24154  -0.262
H  -1.46287  -1.01788  0.43038  0.133
H  -1.62231  0.76218  0.38556  0.133
Na  4.30441  0.35664  -1.13840  0.990


ORCA calculation (the ωB97M-V functional and the def2-TZVPD basis) on a structure of composition CH2F3GdO4S.

Summary:
HOMO (spin up / spin down)	-13.7 / -13.7	eV
net charge	+1
2S+1	9

Last column: Löwdin charge in e.
Cartesian coordinates (Å):
Gd  -2.86830  0.21136  2.10446  1.863
O  -0.51698  0.45572  1.20135  -0.549
S  -0.80927  0.44415  -0.30794  0.588
O  -0.27005  1.55379  -1.07235  -0.222
O  -2.29380  0.24301  -0.35347  -0.524
C  -0.17118  -1.09437  -1.14380  -0.683
F  -0.83988  -1.29436  -2.26637  0.183
F  1.10850  -0.94850  -1.44144  0.181
F  -0.33213  -2.13110  -0.34172  0.163
O  2.46304  0.55839  1.38024  -0.103
H  2.82939  0.82718  0.53253  0.031
H  1.70068  1.17473  1.70851  0.072


ORCA calculation (the ωB97M-V functional and the def2-TZVPD basis) on a structure of composition CH2F3LiNO4S.

Summary:
energy relative to the best compared isomer or geometry (same formula, charge and spin)	14.4	kcal/mol
HOMO	-2.6	eV
net charge	-1

Last column: Löwdin charge in e.
Cartesian coordinates (Å):
Li  0.02895  -1.14069  -1.02721  0.684
O  0.03607  -1.53511  -3.56743  -0.115
H  0.28689  -1.68729  -4.48156  0.018
N  0.13284  1.41482  -0.27168  -0.387
S  -0.72443  0.72276  0.84375  0.570
O  -1.79997  1.60210  1.33324  -0.375
O  -1.08451  -0.69835  0.50602  -0.479
C  0.23655  0.42938  2.43961  -0.702
F  0.62867  1.59801  2.94631  0.105
F  1.32271  -0.30704  2.20405  0.105
F  -0.49838  -0.19576  3.36104  0.103
O  0.90824  0.47223  -0.99092  -0.595
H  0.52637  -0.67508  -3.29523  0.069


ORCA calculation (the ωB97M-V functional and the def2-TZVPD basis) on a cluster of 2 separate species, CH2F3N in total.

Summary:
energy relative to the best compared isomer or geometry (same formula, charge and spin)	173.1	kcal/mol
HOMO (spin up / spin down)	-11.0 / -9.0	eV

Last column: Löwdin charge in e.
Cartesian coordinates (Å):
C  1.14807  0.19613  -0.14023  -0.006
N  -1.45605  -0.23794  -0.44264  0.083
F  1.41402  1.37668  0.48225  -0.033
F  -2.15298  0.71111  0.21389  -0.038
F  -1.39351  -1.24485  0.52470  -0.092
H  1.58249  -0.12865  -1.05613  0.052
H  0.85796  -0.67249  0.41816  0.034